1.
The following is a DFT calculation (the ωB97M-V functional and the def2-TZVPD basis) of 2 unconnected molecules or ions with the total composition C3H3NO2 at a distorted geometry.

HOMO level (alpha / beta) ... -8.08 / -8.08 eV
Orbital gap (alpha / beta) ... 8.23 / 8.23 eV

Last column: Löwdin charge in e.
Element x y z (Å)
O  -0.0668  -1.2220  1.4668  0.03
C  0.0853  -1.0971  0.1823  -0.09
C  1.2062  -0.7977  -0.6210  -0.28
O  1.0265  0.2990  -1.1680  -0.05
C  -1.0669  1.7339  -0.2769  0.00
N  -1.1706  0.9232  0.5323  0.09
H  -0.9911  -0.9141  1.6141  0.11
H  2.0714  -1.4702  -0.7996  0.12
H  -1.0842  2.5663  -0.9434  0.08

2.
The following is a DFT calculation (the ωB97M-V functional and the def2-TZVPD basis) of a molecular structure, C8H10ClNO2Sn at a distorted geometry.

Net charge ... +2
HOMO level ... -17.03 eV
Orbital gap ... 6.91 eV

Last column: Löwdin charge in e.
Element x y z (Å)
Cl  -2.4724  -1.2625  0.7357  0.10
C  1.1944  -1.6859  -0.9167  -0.09
C  1.9765  -0.4620  -0.7773  -0.12
C  1.1240  0.6528  -1.1200  -0.09
H  2.9914  -0.4017  -0.4585  0.13
C  -0.2036  0.1299  -1.4868  -0.38
C  -0.1229  -1.3175  -1.3542  -0.12
H  -0.9587  -1.9722  -1.4834  0.11
H  1.5428  -2.6770  -0.7136  0.14
H  1.3955  1.6885  -1.1266  0.14
C  -1.3635  0.9035  -1.9076  -0.03
Sn  0.1454  -0.3676  0.7716  1.01
C  1.7291  0.4586  2.0257  0.03
C  0.0775  -1.6975  2.4136  -0.04
O  2.5690  0.8813  2.6870  0.29
O  -0.0719  -2.4592  3.2635  0.29
H  -1.3983  1.8829  -1.4108  0.10
H  -2.2827  0.3554  -1.6626  0.09
H  -1.3357  1.0760  -2.9912  0.13
N  -1.0166  1.4177  1.3389  0.09
H  -1.8703  1.2988  0.8070  0.05
H  -0.4739  2.1911  1.0524  0.09
H  -1.1752  1.3666  2.3140  0.09

3.
The following is a DFT calculation (the ωB97M-V functional and the def2-TZVPD basis) of a molecular structure, C11H12N2O4Zn at a distorted geometry.

Net charge ... +2
HOMO level ... -15.89 eV
Orbital gap ... 7.50 eV

Last column: Löwdin charge in e.
Element x y z (Å)
Zn  -0.3543  1.1990  -0.0066  0.52
C  -0.2583  2.2168  2.0068  0.07
O  0.0892  2.8293  2.9111  0.20
C  -0.0437  3.9973  -0.4473  0.02
O  0.0257  5.0364  -0.9181  0.17
C  -2.0983  2.1227  -0.8856  0.08
O  -2.8364  2.8470  -1.3937  0.21
C  1.5447  1.5944  -0.7619  0.05
O  2.6466  1.8858  -0.9411  0.22
C  -0.0175  0.1393  -4.2011  -0.09
H  0.9209  -0.4239  -4.1034  0.06
H  -0.9513  -0.4279  -4.0860  0.05
C  -0.0208  1.4446  -4.5049  -0.08
H  -0.9558  2.0072  -4.6291  0.06
H  0.9127  2.0027  -4.6600  0.06
C  2.1764  -3.0547  2.4507  0.01
C  1.0721  -2.2048  1.9661  -0.25
C  -0.2993  -2.3510  2.1449  0.06
C  -0.9207  -1.3315  1.4151  -0.32
N  0.0316  -0.5888  0.8085  -0.07
N  1.2346  -1.1376  1.1758  0.07
C  -2.3696  -1.0556  1.3218  -0.02
H  2.1316  -3.1593  3.5426  0.11
H  2.0644  -4.0724  2.0538  0.11
H  3.1695  -2.6911  2.1595  0.10
H  -0.7855  -3.0847  2.7658  0.14
H  2.1332  -0.7677  0.8641  0.17
H  -2.7213  -0.9819  0.2822  0.09
H  -2.9107  -1.8693  1.8245  0.11
H  -2.6096  -0.1202  1.8457  0.09

4.
The following is a DFT calculation (the ωB97M-V functional and the def2-TZVPD basis) of H11NSi4 in the gas phase at a distorted geometry.

HOMO level ... -9.07 eV
Structure (SMILES) ... N[SiH2][SiH2][SiH2][SiH3]
Orbital gap ... 9.51 eV

Last column: Löwdin charge in e.
Element x y z (Å)
N  1.3691  -1.7238  -0.7224  -0.20
Si  2.2668  -0.3335  -0.1439  0.38
Si  0.7157  1.5494  0.6093  0.29
Si  -1.3917  1.2723  -0.4717  0.26
Si  -2.1937  -0.7097  0.5694  0.38
H  1.7109  -2.6553  -0.5667  0.01
H  0.9617  -1.7183  -1.5814  -0.04
H  3.1947  0.2140  -1.3981  -0.06
H  3.0856  -1.0084  0.8588  -0.10
H  0.5849  1.6334  2.0248  -0.17
H  1.4236  2.9169  0.2070  -0.10
H  -2.3302  2.3204  -0.6271  -0.15
H  -0.9896  0.7917  -1.7812  -0.13
H  -2.8007  -0.3306  1.9154  -0.12
H  -1.1533  -1.7782  0.9101  -0.11
H  -3.0057  -1.6200  -0.2290  -0.15

5.
The following is a DFT calculation (the ωB97M-V functional and the def2-TZVPD basis) of 8 unconnected molecules or ions with the total composition C4H23NO9 at a distorted geometry.

HOMO level ... -9.82 eV
Structure (SMILES) ... CC[C@@H](N)C(=O)O.O.O.O.O.O.O.O
Orbital gap ... 10.02 eV

Last column: Löwdin charge in e.
Element x y z (Å)
C  0.4504  -1.2251  -1.5163  -0.09
C  -0.2000  -0.3564  -0.3601  -0.18
C  0.6398  0.7674  0.2205  -0.31
N  0.3955  2.1266  -0.2659  0.05
C  0.3124  0.7535  1.6978  -0.44
O  -0.6612  1.0666  2.2885  0.16
O  1.3577  0.0118  2.3601  -0.02
H  1.3764  -1.8390  -1.2790  0.09
H  0.8665  -0.5549  -2.3387  0.07
H  -0.2807  -1.8905  -1.9839  0.04
H  -0.4221  -1.1895  0.4274  0.11
H  -1.1748  -0.0314  -0.7992  0.09
H  1.6839  0.6992  -0.1247  0.14
H  0.9034  2.1545  -1.2337  0.10
H  -0.4569  2.5451  -0.4340  0.03
H  1.1540  -0.5083  3.2345  0.18
O  2.4600  1.6740  -2.1969  0.04
H  2.3478  1.7394  -3.0406  -0.04
H  3.3354  1.6568  -1.8173  0.08
O  2.0009  3.5603  1.9721  0.01
H  1.7885  2.9331  2.5334  -0.07
H  1.8242  3.2474  1.0805  0.01
O  3.2169  -1.7861  2.2012  -0.08
H  2.4670  -1.2526  1.9992  -0.06
H  2.6410  -2.4765  2.6735  0.08
O  -2.3680  -2.5951  -0.7205  -0.06
H  -2.1397  -2.1257  -1.4909  -0.07
H  -1.5720  -2.7290  -0.1606  0.02
O  -2.6037  -1.0464  -2.8394  0.02
H  -2.1243  -0.9159  -3.5940  0.02
H  -3.1803  -0.5219  -2.3492  0.02
O  -2.9844  1.2561  -0.5324  -0.02
H  -2.1456  1.7152  -0.3739  0.02
H  -3.5813  1.7558  -0.0330  0.02
O  -1.4334  -2.2147  2.0815  -0.04
H  -1.8078  -1.4983  2.6033  0.05
H  -2.0856  -2.9052  2.1106  0.04

6.
The following is a DFT calculation (the ωB97M-V functional and the def2-TZVPD basis) of a gas-phase ion, C3H6IN2 (charge +1) at a distorted geometry.

Net charge ... +1
HOMO level ... -13.41 eV
Structure (SMILES) ... [H]/N=C1/[C@@H]([NH3+])[C@@H]1I
Orbital gap ... 8.47 eV

Last column: Löwdin charge in e.
Element x y z (Å)
H  -1.1845  1.5261  2.3433  0.06
N  -1.4908  0.6979  1.8327  0.19
C  -0.5122  0.4033  0.8839  -0.22
C  0.1960  -0.5630  0.0620  -0.31
N  -0.3222  -1.0920  -1.2170  0.24
C  0.6825  0.8147  0.0517  -0.62
I  2.6338  1.4880  0.8013  0.84
H  0.9129  -1.2422  0.5818  0.18
H  -0.8274  -0.3178  -1.6518  0.17
H  -1.0648  -1.7561  -1.0403  0.18
H  0.5509  -1.3089  -1.8537  0.25
H  0.4257  1.3501  -0.7939  0.05

Number 1: electronic energy -8739.536 eV. Number 2: electronic energy -32375.764 eV. Number 3: electronic energy -71171.258 eV. Number 4: electronic energy -33176.986 eV. Number 5: electronic energy -24436.231 eV. Number 6: electronic energy -14278.610 eV.